Record 1
Below is a molecular structure, C52H46O3P3S4V, with properties calculated with the ωB97M-V functional and the def2-TZVPD basis.

```
! RIJCOSX wB97M-V def2-TZVPD def2/J DEFGRID3
* xyz 1 2
C -3.259 3.296 3.769
C -0.259 -5.990 0.077
H -0.564 -3.596 -5.919
H -4.972 -3.726 -0.907
H 2.820 -1.602 -3.399
C 2.606 3.267 0.991
C 4.513 -2.883 -3.155
C -3.824 3.298 -0.470
C 2.924 -1.784 2.257
H -4.566 0.343 4.773
H 0.653 -3.984 -3.814
O 2.796 -0.421 -0.103
C 4.281 0.703 2.031
H 3.441 1.154 2.557
O -1.199 -1.474 2.521
H -4.319 2.684 5.533
C -1.257 -1.646 -5.346
C -0.754 5.126 -1.368
C -4.064 1.068 4.146
H -3.332 2.245 -4.148
O 1.193 1.370 0.923
H -1.778 0.268 -4.524
H -0.533 3.893 -3.118
C -0.502 -3.343 0.755
C -2.744 2.905 2.544
H -0.319 1.713 5.558
C -3.043 2.186 -0.760
C 0.270 3.063 -1.222
C -2.556 -1.675 0.262
H 4.822 -5.298 -0.803
C 4.384 -4.490 -1.376
H 5.800 4.646 1.529
H 5.054 -2.430 -3.976
H -0.582 -0.127 -2.404
C 5.209 -1.521 0.505
H -5.026 0.522 -0.418
H 4.748 1.459 1.403
C 0.007 3.725 4.860
C 1.167 2.751 1.169
C -0.926 -4.304 1.659
H 0.695 2.141 -1.597
C 4.649 3.643 -0.055
H -3.127 4.317 4.102
H -4.669 4.259 -3.611
C -3.461 2.551 -3.117
H -0.226 4.336 5.718
C -5.160 -1.599 -0.682
H -4.013 3.584 0.552
H -2.687 -3.811 -0.064
C 0.342 3.444 0.086
C -0.788 -5.640 1.316
C -2.874 1.825 -2.097
C -3.185 -2.855 -0.125
H 5.372 3.637 -0.859
S 3.543 4.042 2.202
C 0.103 -3.061 -3.956
C 0.204 -5.013 -0.792
H -4.998 4.912 -1.250
C 5.079 -3.929 -2.437
H -1.375 -3.993 2.595
H 2.719 -2.756 1.804
S -0.929 -1.643 1.074
C 0.336 1.922 3.454
P 0.907 -2.289 -1.354
C 4.899 4.170 1.177
H -2.301 0.939 -2.342
V 0.717 -0.208 0.153
H -1.110 -6.412 2.002
H -1.781 -1.476 -6.278
C -3.573 0.679 2.907
H 5.791 -0.826 -0.104
C 3.122 -4.016 -1.040
H -6.183 -1.567 -1.034
H 2.604 -4.461 -0.201
C 3.332 3.128 -0.157
H 5.010 0.337 2.760
C -3.200 -0.448 0.135
C -4.514 -0.427 -0.323
H 6.058 -4.304 -2.704
C -4.486 -2.808 -0.602
C 0.090 -2.091 -2.954
P 3.729 -0.694 1.073
H 1.980 -1.347 2.592
P -2.260 1.080 0.474
C 3.248 -2.418 -2.829
C -3.923 2.379 4.572
C -0.573 -2.840 -5.144
C -1.262 -0.670 -4.362
S -0.357 5.002 0.289
C -0.364 4.023 -2.058
C 0.113 -3.665 -0.451
H -3.697 -0.347 2.587
C -0.588 -0.898 -3.170
H 3.553 -1.927 3.137
H -0.183 -7.033 -0.202
C -0.028 2.371 4.751
H -2.197 3.623 1.951
H 0.670 -5.303 -1.726
S 0.472 4.460 3.391
C -4.216 3.679 -2.817
C 2.534 -2.990 -1.777
C -4.396 4.046 -1.496
H 5.816 -1.833 1.357
H 0.349 0.882 3.165
H -1.281 5.992 -1.738
C 0.656 2.938 2.599
H 4.951 -2.387 -0.101
H 2.937 2.656 -1.046
C -2.925 1.600 2.087
*
```

Results
- Energy relative to the best compared isomer or geometry (same formula, charge and spin): 10.98 kcal/mol
- LUMO energy (alpha / beta): -2.3963 / -2.3108 eV
- Kohn-Sham gap (alpha / beta): 7.631 / 7.079 eV
- Largest force on an atom: 0.99 eV Å⁻¹
- HOMO level (alpha / beta): -10.027 / -9.390 eV

---

Record 2
Below is a molecular structure, C52H47BrN13O2STl, with properties calculated with the ωB97M-V functional and the def2-TZVPD basis.

```
! RIJCOSX wB97M-V def2-TZVPD def2/J DEFGRID3
* xyz 0 1
H -4.285 1.405 -2.683
H 0.898 4.603 4.160
C 0.694 4.403 3.115
C 2.643 0.707 -1.712
H 0.255 -3.883 -3.357
C 1.139 5.289 2.146
H 4.055 0.397 3.833
N -0.306 3.861 -0.891
C 4.699 1.747 -0.895
H 5.305 2.032 -0.044
H 1.611 7.373 1.910
N 0.478 3.430 -1.876
C 6.376 2.888 -2.391
H 6.888 2.537 -3.287
C -3.328 0.953 -2.492
C -2.855 2.627 2.243
Tl 0.171 0.030 0.209
C 2.881 -4.353 0.910
C -2.464 0.309 2.661
C -1.248 4.606 -2.723
H -0.333 2.587 3.549
C 1.339 -5.848 -4.689
N -1.361 0.006 -2.732
H -0.938 -3.223 0.446
H 4.538 2.047 -4.229
H -3.032 -8.420 -4.388
N -1.855 -0.951 2.442
H -3.140 -8.287 -2.623
H 2.558 -4.257 -0.119
H -2.443 0.531 -4.488
C 3.036 -3.472 3.124
O 1.417 -2.085 0.194
C -0.084 3.865 -2.991
C -3.575 0.324 3.509
C 4.191 0.443 1.633
H 4.500 -6.499 2.734
C -0.927 -6.809 -4.172
H 2.828 -2.698 3.849
H -6.430 1.426 4.128
N -0.378 -4.673 -3.418
H 2.088 -5.885 -3.896
C -2.733 0.707 -1.251
C 3.086 1.105 -2.995
N 2.082 1.035 1.294
N 3.560 -5.450 1.231
C 2.564 -3.355 1.824
H 1.477 1.102 3.293
C 5.109 2.110 -2.160
C -1.615 -4.523 -2.800
H -0.360 -3.619 -6.359
H -3.110 0.921 -0.266
N -0.904 1.650 1.244
C 1.018 -0.708 -2.661
H -1.437 -1.317 -4.934
H 0.356 3.635 -3.949
C 3.755 -4.608 3.444
H -5.501 2.339 5.316
H 1.195 -3.004 -6.943
H -2.587 3.536 1.720
C 0.265 -2.726 -6.447
C 0.100 3.868 0.472
H -1.406 -4.114 2.996
C -2.183 -6.639 -3.537
H -4.199 -7.306 -3.626
O 1.159 -1.525 2.331
H -3.880 -0.599 3.986
H 5.190 0.153 1.357
C -1.499 -3.115 2.608
C -1.354 4.586 -1.356
C 4.269 1.765 -3.217
H 7.052 2.790 -1.543
N 1.410 0.085 -1.582
C -0.458 -1.365 -4.473
C 1.750 -2.227 -4.440
H 2.545 -2.829 -4.867
C 0.530 -2.101 -5.103
C 3.975 -5.585 2.484
C 3.600 0.557 2.872
C -2.033 1.495 2.039
C -3.201 -7.733 -3.561
H 2.447 0.883 -3.838
S -1.928 -3.118 -1.990
H -2.083 5.011 -0.688
C 2.281 0.927 2.602
C -0.271 2.910 1.440
C -1.260 -2.667 1.309
C 1.942 6.513 2.493
H 1.078 5.707 0.046
C -5.494 1.446 4.691
N -1.546 0.141 -1.413
H -2.107 -1.866 4.344
C -2.417 0.498 -3.414
N -2.499 -5.543 -2.892
H -5.465 0.571 5.339
H 6.152 3.948 -2.532
H 1.863 6.752 3.552
H -0.685 -7.724 -4.690
C -0.027 -5.787 -4.091
C 3.513 1.044 -0.659
H 2.996 6.345 2.262
C -4.314 1.463 3.756
C 1.970 -1.560 -3.253
H -1.904 5.090 -3.425
Br 4.442 -4.846 5.198
N 3.258 0.748 0.710
C -0.252 -0.690 -3.272
H 1.438 -6.740 -5.301
H -0.265 -2.024 -7.091
C -3.955 2.618 3.068
H -4.554 3.515 3.175
H 1.547 -4.968 -5.298
C 1.656 -2.223 1.429
H 2.927 -1.637 -2.756
C -1.871 -1.989 3.302
C 0.007 3.260 2.772
C 0.812 5.010 0.833
N -1.465 -1.357 1.217
*
```

Results
- Energy relative to the best compared isomer or geometry (same formula, charge and spin): 31.79 kcal/mol
- LUMO energy: 0.2942 eV
- Kohn-Sham gap: 7.132 eV
- Largest force on an atom: 0.69 eV Å⁻¹
- HOMO level: -6.837 eV

---

Record 3
Below is a molecular structure, C52H48N4PSTi at a distorted geometry, with properties calculated with the ωB97M-V functional and the def2-TZVPD basis.

```
! RIJCOSX wB97M-V def2-TZVPD def2/J DEFGRID3
* xyz -1 1
H 2.634 -3.251 -1.012
C -1.351 -2.030 0.443
C -3.693 -2.167 -1.970
H 2.389 -5.597 -0.378
P -0.681 0.645 -2.238
H -0.164 3.432 4.805
H -2.429 -1.881 5.558
C 1.342 4.425 -0.099
C 1.723 -3.593 -0.538
H -0.487 -2.623 -2.748
Ti 0.978 -0.658 -0.272
C -1.752 -0.227 6.742
C 4.398 -2.350 2.655
H 1.355 2.291 -2.557
H 3.508 3.025 -0.848
H 3.067 1.509 -0.022
H 0.196 3.256 6.521
C 4.910 -1.979 1.423
C -1.068 0.982 6.721
C 1.941 -1.545 -4.429
H -1.397 -1.061 3.480
C 1.652 3.116 0.242
C 4.097 -1.332 0.499
H 5.939 -2.215 1.174
H 0.271 -6.361 0.778
C -2.423 0.057 0.353
C -3.204 0.010 -1.049
C -1.843 -0.971 5.576
H -1.025 1.589 7.619
C 0.091 4.970 0.141
H -1.885 -3.663 -3.057
H -3.386 1.620 -3.122
C 0.665 2.308 0.835
C -3.086 3.564 -3.947
C -0.570 2.895 1.149
H 3.671 2.878 0.902
H -4.876 -3.013 -0.314
C 0.170 -0.122 -3.669
C -4.296 -1.061 -1.152
C -0.390 -0.151 -4.940
H 4.523 -1.071 -0.466
H 1.337 2.649 5.314
H 1.667 -3.057 4.265
N 0.968 -0.960 2.379
H 2.230 -1.513 4.924
H -2.226 -0.566 7.654
H -1.311 0.389 -5.132
C -2.183 -0.394 -2.108
C 3.053 2.595 0.045
C -0.365 3.102 -3.552
C 2.761 -1.035 0.775
C -0.472 0.637 4.421
H -0.084 5.020 -4.455
H -3.642 0.997 -1.204
H 2.864 -2.082 -4.242
H -2.269 1.115 0.553
S -3.057 -2.282 1.090
H 1.793 -2.239 -6.450
C 3.089 -2.027 3.003
C -1.303 2.135 -3.138
C -2.386 -1.678 -2.474
H -0.140 5.980 -0.172
C -0.416 -3.073 0.272
H 0.312 2.079 3.190
C -0.433 1.436 5.577
C 0.658 0.376 2.204
H -4.145 3.732 -4.111
H -1.407 -2.440 -4.244
C -3.121 -0.628 1.503
H 2.976 -1.188 -2.079
N 0.964 0.954 1.080
H 5.017 -2.891 3.364
C -2.165 4.531 -4.316
C 1.584 -4.901 -0.178
C 2.317 -1.363 2.053
C -4.015 -2.375 -0.490
C -1.490 -2.652 -3.178
H -4.284 -2.787 -2.636
H 0.677 -1.295 3.285
C 2.088 -0.551 -2.118
H -4.114 -0.288 1.801
C 1.397 -0.756 -3.405
C 1.346 -1.624 -5.676
H -0.252 -0.927 -6.939
N 0.759 -2.641 -0.344
C -0.861 4.198 0.789
N 0.220 1.081 3.294
H -1.521 -4.674 1.168
C -2.655 2.379 -3.371
H -5.319 -0.731 -1.282
H -1.838 4.608 1.014
H 2.106 5.032 -0.573
C 0.197 -0.893 -5.954
C 0.276 2.764 5.553
C -1.132 -0.729 0.161
C 0.396 -5.333 0.463
C -0.592 -4.403 0.679
H -1.326 2.308 1.651
C 2.536 -2.399 4.356
H 3.290 -2.925 4.941
H 2.433 0.494 -2.058
H -2.492 5.461 -4.763
C -1.222 -0.540 4.416
C -0.812 4.283 -4.131
H 1.440 2.238 -4.316
C 1.114 2.841 -3.465
H 1.674 3.777 -3.470
*
```

Results
- Energy relative to the best compared isomer or geometry (same formula, charge and spin): 98.47 kcal/mol
- LUMO energy (alpha / beta): 2.4056 / 2.4057 eV
- Kohn-Sham gap (alpha / beta): 4.128 / 4.153 eV
- Largest force on an atom: 1.85 eV Å⁻¹
- HOMO level (alpha / beta): -1.722 / -1.748 eV

---

Record 4
Below is a molecular structure, C52H49BrN7O5S3Sm at a distorted geometry, with properties calculated with the ωB97M-V functional and the def2-TZVPD basis.

```
! RIJCOSX wB97M-V def2-TZVPD def2/J DEFGRID3
* xyz 0 6
C 3.122 1.462 -0.808
C -1.955 -7.502 -8.588
H 6.265 4.611 3.718
C 2.618 -3.761 0.460
H 7.352 2.222 3.903
H 6.469 0.197 -3.367
S -2.506 -0.639 -0.059
H -2.608 -6.568 -10.398
N -1.930 -3.822 -6.759
O -0.812 1.635 1.784
C -2.376 5.957 2.896
C -1.456 0.096 3.461
C 4.085 -6.107 0.701
H -3.007 4.962 4.661
C -1.534 -4.213 -5.574
C -2.017 -4.950 -7.522
S -1.194 1.711 -1.319
H 1.144 0.495 3.060
C -1.438 1.416 2.957
C 2.004 0.970 2.599
C -1.642 -6.075 -6.744
H 5.114 2.217 -1.065
H -0.143 -3.385 -1.257
H -1.302 -8.201 -6.657
S -4.078 1.256 -1.677
H -3.157 2.930 5.480
H -2.084 -1.170 5.079
H 6.781 1.833 2.279
H -1.662 -1.514 -5.484
H -3.147 7.747 3.843
C -2.671 7.309 2.977
O 0.632 -2.467 0.665
C 5.258 2.695 3.585
Br -3.432 0.468 7.082
C -1.242 -3.344 -4.453
H -0.983 -0.090 -3.568
H 4.876 1.701 5.482
H 7.570 1.496 -3.828
C -1.720 7.543 0.755
H 4.656 -7.019 0.799
H 4.854 4.150 -3.848
N 2.014 0.994 1.271
H 6.893 1.448 -2.202
C -2.377 -5.125 -8.856
C -1.413 6.202 0.672
C 4.968 2.711 5.088
C 5.295 1.818 -5.242
C 1.960 -4.978 0.697
C 5.486 4.142 3.122
C 4.005 -3.744 0.346
C -2.057 2.444 3.692
C -0.460 -2.983 -2.212
H 4.052 3.260 5.298
H -0.683 -2.478 4.001
H 2.190 -7.073 0.981
H 1.107 0.468 -3.166
C 2.712 -6.147 0.805
C 6.679 1.258 -3.251
H 6.577 3.912 -4.146
H 5.942 3.820 -2.503
C 2.021 0.845 -2.719
H 4.978 2.521 0.892
C 4.136 2.088 1.406
O 0.623 -5.053 0.805
H 3.024 0.997 -4.587
H 5.109 0.763 -5.429
C 3.094 1.531 0.660
H 5.814 -4.885 0.393
N 2.011 0.982 -1.402
O -0.843 -0.859 2.697
H -1.489 8.192 -0.079
C 1.858 -2.497 0.301
H 5.783 3.202 5.614
H 5.783 4.188 2.078
C 4.110 2.094 2.794
C 5.732 3.584 -3.543
C 4.739 -4.904 0.472
C 4.254 1.686 -2.943
C 4.239 1.831 -1.562
C -1.148 -2.205 3.047
H -2.231 -2.347 3.088
C 6.509 1.839 3.332
H 2.913 1.420 4.468
N -0.459 -1.653 -2.337
H 4.472 -2.789 0.165
Sm 0.209 -0.260 -0.028
H -1.013 2.605 1.533
C -2.061 -0.171 4.678
C -0.921 -1.169 -3.497
C 5.481 2.082 -3.745
H 0.304 -4.118 0.790
H 4.468 2.402 -5.639
H -0.807 -4.911 -3.011
H 6.198 2.102 -5.780
C 3.100 1.165 -3.526
C 3.004 1.492 3.397
C -1.740 5.400 1.761
C -2.337 -6.404 -9.366
N -1.347 -5.574 -5.510
C -0.835 -3.852 -3.216
C -2.667 2.153 4.915
H 4.569 4.716 3.242
N -2.573 4.904 3.755
C -2.648 0.864 5.391
H -0.727 -2.824 2.259
C -2.066 3.787 3.147
H 6.326 0.811 3.638
H -0.955 5.764 -0.199
H -2.670 -4.280 -9.457
C -2.628 0.786 -1.031
H -2.545 9.146 1.906
C -2.331 8.087 1.888
C -1.602 -7.359 -7.264
O 2.399 -1.491 -0.191
C -1.314 -1.954 -4.565
H -1.043 -6.104 -4.711
H -1.937 -8.483 -9.039
N -1.556 4.062 1.969
*
```

Results
- Energy relative to the best compared isomer or geometry (same formula, charge and spin): 0.00 kcal/mol
- LUMO energy (alpha / beta): -0.5530 / -0.5534 eV
- Kohn-Sham gap (alpha / beta): 5.546 / 5.547 eV
- Largest force on an atom: 1.32 eV Å⁻¹
- HOMO level (alpha / beta): -6.099 / -6.101 eV